The following is a DFT calculation (ωB97M-V/def2-TZVPD) of 2 unconnected molecules or ions with the total composition C6H11N in a non-equilibrium geometry.

Values from the calculation:
Spin multiplicity: 1
Energy relative to the best compared isomer or geometry (same formula, charge and spin) (eV): 1.655
Lowest unoccupied orbital energy (Ha): 0.0352
Structure (SMILES): C=C(CC)CC#N.[H][H]
Molar mass (g/mol): 97.2
Energy (eV): -7888.87608
Largest force on an atom (eV/Å): 1.09

Last columns: bonded neighbours and bond lengths (Å).
Geometry (Å):
1 N 0.334 -0.421 3.503  C2 1.157
2 C 0.722 0.035 2.514  N1 1.157, C6 1.469
3 C 1.094 -1.038 -0.674  C4 1.331, H9 1.087, H10 1.086
4 C 0.436 -0.179 0.100  C3 1.331, C5 1.508, C6 1.518
5 C -1.030 0.157 -0.010  C4 1.508, C7 1.523, H11 1.099, H12 1.101
6 C 1.159 0.560 1.213  C2 1.469, C4 1.518, H14 1.098, H17 1.094
7 C -1.838 -0.712 -0.965  C5 1.523, H8 1.095, H16 1.095, H18 1.094
8 H -1.453 -0.650 -1.989  C7 1.095
9 H 2.157 -1.220 -0.541  C3 1.087
10 H 0.598 -1.596 -1.463  C3 1.086
11 H -1.470 0.106 0.996  C5 1.099
12 H -1.107 1.213 -0.310  C5 1.101
13 H 1.054 1.622 -1.675  H15 0.745
14 H 0.930 1.633 1.178  C6 1.098
15 H 0.954 2.351 -1.559  H13 0.745
16 H -1.815 -1.761 -0.654  C7 1.095
17 H 2.244 0.452 1.128  C6 1.094
18 H -2.882 -0.386 -0.980  C7 1.094